2 unconnected molecules or ions with the total composition C6H14OS, computed with the ωB97M-V functional and the def2-TZVPD basis.

Structure (XYZ):
```
22
Properties=species:S:1:pos:R:3:lowdin_charge:R:1
O -1.629 1.921 1.846 0.0488
C -1.858 2.153 0.693 -0.2768
C -0.862 1.991 -0.435 -0.2228
C -1.606 1.419 -1.649 -0.1256
H -2.847 2.535 0.378 0.1213
H -0.021 1.360 -0.144 0.0469
H -0.466 2.986 -0.659 0.1189
H -2.027 0.433 -1.443 0.0654
H -0.931 1.294 -2.492 0.0704
H -2.458 2.061 -1.881 0.0690
C 0.932 -0.323 2.058 -0.1705
C 1.450 -1.324 1.045 -0.5790
S 0.615 -1.208 -0.536 0.8024
C 1.285 -2.671 -1.377 -0.4020
H 1.190 -0.650 3.060 0.0746
H -0.143 -0.178 1.947 0.0494
H 1.313 0.682 1.864 0.0722
H 1.316 -2.345 1.417 0.0709
H 2.532 -1.234 0.901 0.0765
H 2.347 -2.545 -1.570 0.0323
H 1.119 -3.523 -0.719 0.0302
H 0.749 -2.834 -2.305 0.0277
```

Properties
LUMO level	0.91	eV
SMILES	CCC=O.CCSC
HOMO-LUMO gap	0.346	hartree
energy relative to the best compared isomer or geometry (same formula, charge and spin)	16.6	kJ/mol
E_tot	-710.410260	Ha
E_HOMO	-0.3131	Ha
F_max	1.080	eV Å⁻¹